(1)
Density functional theory data (ωB97M-V with the def2-TZVPD basis set) for a structure of composition C33H34Br2InN6O2Si2 in a non-equilibrium geometry.

Cartesian coordinates (Å):
In  16.89  13.32  11.75
Br  13.70  12.63  13.88
C  15.22  13.45  14.58
C  15.25  13.64  15.99
C  16.32  14.31  16.59
C  17.41  14.76  15.79
C  17.37  14.41  14.45
N  16.19  13.99  13.83
C  18.69  14.55  13.60
O  19.56  15.23  14.09
O  18.70  13.96  12.34
H  14.48  13.14  16.61
H  16.25  14.59  17.64
H  18.35  15.27  16.13
C  17.56  12.65  8.53
Si  16.11  13.73  9.18
C  14.37  12.92  8.94
C  15.89  15.18  8.10
C  15.84  15.27  6.72
C  15.66  16.55  6.14
C  15.52  17.72  6.97
C  15.53  17.60  8.36
C  15.73  16.33  8.87
Si  16.03  15.88  10.64
C  14.27  16.13  11.38
C  17.47  17.01  11.22
H  17.30  11.57  8.35
H  18.42  12.55  9.13
H  17.82  13.13  7.60
H  14.30  12.61  7.90
H  13.64  13.67  9.24
H  14.18  12.01  9.50
H  16.06  14.42  6.05
H  15.58  16.63  5.03
H  15.40  18.70  6.40
H  15.49  18.42  9.03
H  14.33  16.51  12.42
H  13.82  15.18  11.56
H  13.64  16.79  10.73
H  18.31  16.52  11.65
H  17.25  17.81  11.90
H  17.82  17.61  10.35
C  10.36  16.04  10.02
C  10.27  14.61  10.15
N  11.16  13.72  9.74
C  10.64  12.45  9.88
C  9.41  12.56  10.47
N  9.15  13.94  10.65
C  8.01  14.45  11.38
N  6.81  14.55  10.46
N  5.67  14.96  11.04
N  4.72  15.04  10.20
C  5.20  14.74  8.95
C  4.58  14.79  7.71
C  5.30  14.36  6.60
C  6.67  14.09  6.71
C  7.35  14.12  7.91
C  6.61  14.56  9.01
H  11.44  16.32  10.04
H  9.74  16.58  10.74
H  9.99  16.29  8.98
H  11.17  11.52  9.59
H  8.65  11.82  10.44
H  8.13  15.50  11.75
H  7.68  13.74  12.20
H  3.58  15.20  7.73
H  4.79  14.19  5.66
H  7.14  13.79  5.80
H  8.35  13.75  8.02
Br  15.28  7.38  14.38
C  16.05  8.81  13.47
C  16.74  9.75  14.23
C  17.22  10.91  13.64
C  16.88  11.23  12.28
C  16.25  10.17  11.53
C  15.88  8.95  12.10
H  16.83  9.48  15.27
H  17.72  11.71  14.30
H  16.17  10.31  10.46
H  15.26  8.24  11.55

The value obtained for the HOMO energy (spin up / spin down) is -2.52 / -2.18 eV. For the total energy, the calculation gives -7673.98331 a.u. As for the net charge: -1.

Partial atomic charges computed with the Mulliken method, in multiples of e: number 1, In, carries 0.942; number 2, Br, carries -0.117; number 3, C, carries -0.049; number 4, C, carries -0.440; number 5, C, carries -0.709; number 6, C, carries -0.535; number 7, C, carries 0.459; number 8, N, carries -0.074; number 9, C, carries 0.343; number 10, O, carries -0.717; number 11, O, carries -0.556; number 12, H, carries 0.342; number 13, H, carries 0.344; number 14, H, carries 0.392; number 15, C, carries -1.512; number 16, Si, carries 0.437; number 17, C, carries -0.904; number 18, C, carries 0.062; number 19, C, carries -0.652; number 20, C, carries -0.544; number 21, C, carries -0.527; number 22, C, carries -0.498; number 23, C, carries -0.103; number 24, Si, carries 0.534; number 25, C, carries -0.969; number 26, C, carries -1.531; number 27, H, carries 0.284; number 28, H, carries 0.507; number 29, H, carries 0.455; number 30, H, carries 0.441; number 31, H, carries 0.050; number 32, H, carries 0.356; number 33, H, carries 0.335; number 34, H, carries 0.327; number 35, H, carries 0.273; number 36, H, carries 0.541; number 37, H, carries 0.419; number 38, H, carries 0.194; number 39, H, carries 0.248; number 40, H, carries 0.457; number 41, H, carries 0.485; number 42, H, carries 0.438; number 43, C, carries -0.723; number 44, C, carries 0.388; number 45, N, carries -0.171; number 46, C, carries -0.473; number 47, C, carries -0.623; number 48, N, carries 0.443; number 49, C, carries -0.685; number 50, N, carries 0.767; number 51, N, carries -0.774; number 52, N, carries -0.564; number 53, C, carries 0.066; number 54, C, carries -0.517; number 55, C, carries -0.442; number 56, C, carries -0.614; number 57, C, carries -0.395; number 58, C, carries 0.872; number 59, H, carries -0.043; number 60, H, carries 0.385; number 61, H, carries 0.235; number 62, H, carries 0.418; number 63, H, carries 0.404; number 64, H, carries 0.232; number 65, H, carries 0.284; number 66, H, carries 0.409; number 67, H, carries 0.365; number 68, H, carries 0.390; number 69, H, carries 0.349; number 70, Br, carries -0.247; number 71, C, carries 0.239; number 72, C, carries -0.540; number 73, C, carries -0.291; number 74, C, carries 0.138; number 75, C, carries -0.129; number 76, C, carries -0.528; number 77, H, carries 0.416; number 78, H, carries 0.180; number 79, H, carries 0.199; number 80, H, carries 0.350

=====

(2)
Density functional theory data (ωB97M-V with the def2-TZVPD basis set) for a structure of composition C33H34Cl3GeMoN2O5.

Cartesian coordinates (Å):
Mo  -0.44  -0.51  -1.08
O  -1.61  -1.88  2.62
C  -0.95  -1.57  1.68
O  -1.26  -0.60  0.81
C  0.40  -2.14  1.35
C  1.15  -3.01  2.12
C  2.44  -3.32  1.69
C  2.95  -2.72  0.54
C  2.13  -1.86  -0.16
N  0.89  -1.61  0.23
C  2.48  -1.03  -1.37
O  3.56  -1.02  -1.88
O  1.46  -0.26  -1.71
H  0.72  -3.42  3.02
H  3.05  -4.00  2.26
H  3.96  -2.90  0.19
N  -2.65  -0.20  -1.42
C  -3.57  -0.90  -0.55
C  -4.55  -0.19  0.12
C  -5.40  -0.86  1.00
C  -5.25  -2.23  1.18
C  -4.27  -2.92  0.49
C  -3.41  -2.27  -0.39
C  -2.36  -3.00  -1.14
C  -2.65  -4.29  -1.59
C  -1.72  -5.03  -2.31
C  -0.49  -4.47  -2.62
C  -0.19  -3.19  -2.19
C  -1.11  -2.44  -1.45
H  -2.82  0.81  -1.40
H  -2.77  -0.48  -2.39
H  -4.66  0.87  -0.03
H  -6.17  -0.32  1.53
H  -5.90  -2.76  1.87
H  -4.15  -3.98  0.66
H  -3.62  -4.72  -1.39
H  -1.97  -6.02  -2.65
H  0.24  -5.03  -3.20
H  0.77  -2.77  -2.46
Cl  2.62  4.09  -5.98
C  1.64  3.05  -5.00
C  1.70  1.68  -5.19
C  0.91  0.86  -4.42
Cl  0.87  -0.84  -4.75
C  0.07  1.38  -3.42
O  -0.72  0.60  -2.68
C  0.00  2.77  -3.31
Cl  -1.16  3.45  -2.20
C  0.78  3.61  -4.07
H  2.33  1.26  -5.96
H  0.70  4.68  -3.96
C  -0.19  4.70  4.38
C  -0.55  3.52  3.49
C  0.36  2.31  3.73
C  -0.05  1.10  2.89
Ge  -0.12  1.59  1.02
C  1.42  2.49  0.22
C  2.81  1.87  0.21
C  3.13  1.00  1.41
C  4.55  0.44  1.35
H  -0.84  5.55  4.18
H  0.84  5.02  4.21
H  -0.29  4.44  5.43
H  -0.49  3.83  2.44
H  -1.59  3.22  3.66
H  0.32  2.03  4.78
H  1.40  2.59  3.52
H  -1.05  0.75  3.17
H  0.65  0.27  3.02
H  -1.47  2.08  0.48
H  1.40  3.37  0.89
H  1.12  2.85  -0.76
H  3.53  2.68  0.14
H  2.92  1.29  -0.71
H  2.41  0.17  1.47
H  3.01  1.57  2.34
H  4.70  -0.14  0.44
H  4.76  -0.20  2.21
H  5.28  1.25  1.35

The value obtained for the HOMO energy (spin up / spin down) is -10.74 / -11.01 eV. For the total energy, the calculation gives -5289.18056 a.u. As for the multiplicity: 3. As for the net charge: +1.

Partial atomic charges computed with the Mulliken method, in multiples of e: number 1, Mo, carries -1.296; number 2, O, carries -0.640; number 3, C, carries 0.022; number 4, O, carries -0.316; number 5, C, carries 0.013; number 6, C, carries -0.961; number 7, C, carries -0.800; number 8, C, carries -0.920; number 9, C, carries 0.491; number 10, N, carries 1.549; number 11, C, carries -0.137; number 12, O, carries -0.643; number 13, O, carries -0.417; number 14, H, carries 0.636; number 15, H, carries 0.488; number 16, H, carries 0.630; number 17, N, carries -0.109; number 18, C, carries 0.569; number 19, C, carries -0.796; number 20, C, carries -0.686; number 21, C, carries -0.986; number 22, C, carries -0.911; number 23, C, carries 0.937; number 24, C, carries 0.692; number 25, C, carries -0.778; number 26, C, carries -0.912; number 27, C, carries -1.278; number 28, C, carries -0.376; number 29, C, carries 2.209; number 30, H, carries 0.306; number 31, H, carries 0.429; number 32, H, carries 0.470; number 33, H, carries 0.420; number 34, H, carries 0.425; number 35, H, carries 0.536; number 36, H, carries 0.557; number 37, H, carries 0.412; number 38, H, carries 0.520; number 39, H, carries 0.546; number 40, Cl, carries -0.200; number 41, C, carries 0.163; number 42, C, carries -0.773; number 43, C, carries 1.027; number 44, Cl, carries -0.176; number 45, C, carries -0.920; number 46, O, carries -0.472; number 47, C, carries 0.824; number 48, Cl, carries -0.147; number 49, C, carries -0.703; number 50, H, carries 0.488; number 51, H, carries 0.490; number 52, C, carries -1.454; number 53, C, carries -0.105; number 54, C, carries -0.802; number 55, C, carries -0.710; number 56, Ge, carries 0.814; number 57, C, carries -0.306; number 58, C, carries -0.502; number 59, C, carries 0.810; number 60, C, carries -1.630; number 61, H, carries 0.399; number 62, H, carries 0.332; number 63, H, carries 0.352; number 64, H, carries 0.197; number 65, H, carries 0.315; number 66, H, carries 0.598; number 67, H, carries 0.038; number 68, H, carries 0.802; number 69, H, carries 0.405; number 70, H, carries -0.200; number 71, H, carries 0.569; number 72, H, carries 0.203; number 73, H, carries 0.690; number 74, H, carries 0.010; number 75, H, carries -0.473; number 76, H, carries 0.064; number 77, H, carries 0.249; number 78, H, carries 0.401; number 79, H, carries 0.440

=====

Going through the records in order, we get relative energy (zero: lowest compared OMol25 entry of this formula, charge and spin) values of 120.3, 34.9 kcal per mole.
Going through the records in order, we get M values of 877.5, 813.6 g mol⁻¹.